Record 1
This record from the OMol25 dataset describes a structure of composition C6H10NO. The level of theory is ωB97M-V/def2-TZVPD.

spin multiplicity = 1
maximum force = 0.156 hartree/bohr
energy above the lowest of the compared OMol25 structures with the same formula, charge and spin = 8.5707 eV
total charge = +1
HOMO = -13.2 eV
HOMO-LUMO gap = 5.090 eV

Cartesian coordinates (Å):
O (2.59, -0.47, -1.41)
C (1.90, 0.69, -1.60)
C (0.52, 0.79, -1.13)
C (-0.21, -0.51, -1.03)
C (0.22, -1.43, 0.12)
C (-0.14, -0.96, 1.32)
N (-1.28, -0.35, 1.50)
C (-1.68, 1.11, 0.99)
H (2.47, 1.62, -1.71)
H (1.40, 0.93, -0.35)
H (-0.07, 1.75, -1.17)
H (-1.27, -0.43, -0.88)
H (-0.04, -1.10, -1.93)
H (0.99, -2.24, 0.02)
H (0.47, -1.26, 2.20)
H (-1.83, -0.87, 2.23)
H (-1.26, 1.71, 1.76)
H (-2.77, 1.01, 1.09)

***

Record 2
This record from the OMol25 dataset describes a structure of composition C30H47N8O3PbS. The level of theory is ωB97M-V/def2-TZVPD.

spin multiplicity = 1
maximum force = 0.038 hartree/bohr
energy above the lowest of the compared OMol25 structures with the same formula, charge and spin = 0.4910 eV
total charge = +1
HOMO = -10.2 eV
HOMO-LUMO gap = 6.558 eV

Cartesian coordinates (Å):
Pb (-0.83, -1.32, 0.88)
O (-3.41, -0.79, 1.63)
C (-3.36, 0.16, 2.44)
C (-4.15, 1.34, 2.30)
C (-3.89, 2.45, 3.04)
C (-2.82, 2.48, 3.97)
C (-2.08, 1.37, 4.22)
C (-2.37, 0.14, 3.55)
C (-1.82, -1.09, 3.80)
N (-0.72, -1.45, 4.50)
C (-0.36, -2.86, 4.65)
C (-0.57, -3.75, 3.41)
N (0.10, -3.25, 2.23)
C (1.01, -3.97, 1.68)
C (1.80, -3.63, 0.54)
C (2.44, -4.70, -0.12)
C (3.28, -4.50, -1.19)
C (3.59, -3.19, -1.57)
C (3.01, -2.13, -0.93)
C (2.05, -2.30, 0.10)
O (1.46, -1.25, 0.57)
H (-4.94, 1.33, 1.56)
H (-4.50, 3.34, 2.91)
H (-2.61, 3.41, 4.49)
H (-1.30, 1.37, 4.96)
H (-2.36, -1.93, 3.36)
H (-0.93, -3.28, 5.48)
H (0.71, -2.85, 4.92)
H (-1.64, -3.83, 3.20)
H (-0.20, -4.75, 3.69)
H (1.24, -4.95, 2.11)
H (2.23, -5.70, 0.22)
H (3.71, -5.33, -1.71)
H (4.29, -3.02, -2.38)
H (3.24, -1.11, -1.21)
C (2.76, 4.50, 2.05)
C (3.98, 4.23, 1.17)
C (3.66, 3.42, -0.09)
C (3.40, 1.93, 0.15)
N (2.17, 1.66, 0.86)
C (0.95, 1.62, 0.36)
S (-0.35, 1.31, 1.44)
N (0.70, 1.91, -0.92)
C (-0.61, 1.79, -1.53)
C (-0.70, 2.63, -2.80)
C (-1.06, 4.10, -2.54)
C (-0.01, 4.84, -1.71)
H (3.02, 5.21, 2.83)
H (2.39, 3.59, 2.53)
H (1.95, 4.93, 1.46)
H (4.74, 3.71, 1.75)
H (4.40, 5.18, 0.85)
H (4.51, 3.50, -0.77)
H (2.80, 3.87, -0.59)
H (4.22, 1.52, 0.75)
H (3.39, 1.39, -0.80)
H (2.23, 1.39, 1.83)
H (1.47, 2.13, -1.53)
H (-1.35, 2.12, -0.80)
H (-0.80, 0.73, -1.75)
H (-1.47, 2.21, -3.44)
H (0.25, 2.58, -3.34)
H (-2.02, 4.16, -2.04)
H (-1.16, 4.60, -3.51)
H (0.02, 4.46, -0.69)
H (-0.25, 5.90, -1.67)
H (0.98, 4.73, -2.16)
C (-1.22, -2.49, -4.96)
N (-0.69, -1.84, -3.78)
C (0.72, -1.55, -3.86)
C (-1.31, -1.94, -2.57)
N (-0.64, -1.97, -1.45)
N (-2.67, -2.03, -2.56)
C (-3.33, -2.53, -1.38)
C (-3.49, -1.19, -3.40)
H (-0.53, -3.28, -5.28)
H (-1.33, -1.78, -5.78)
H (-2.18, -2.95, -4.74)
H (0.93, -1.09, -4.82)
H (1.34, -2.46, -3.77)
H (1.02, -0.86, -3.07)
H (0.35, -2.11, -1.57)
H (-2.76, -3.35, -0.96)
H (-4.31, -2.90, -1.68)
H (-3.47, -1.76, -0.61)
H (-2.88, -0.66, -4.13)
H (-4.02, -0.46, -2.78)
H (-4.23, -1.80, -3.93)
O (1.12, -0.83, 5.49)
N (0.09, -0.48, 4.95)

***

Record 3
This record from the OMol25 dataset describes a structure of composition C22H35O3Pm. The level of theory is ωB97M-V/def2-TZVPD.

spin multiplicity = 5
maximum force = 0.052 hartree/bohr
energy above the lowest of the compared OMol25 structures with the same formula, charge and spin = 1.9727 eV
HOMO (alpha / beta) = -7.3 / -7.3 eV
HOMO-LUMO gap (alpha / beta) = 7.500 / 7.506 eV

Cartesian coordinates (Å):
O (-0.33, 2.36, -1.52)
C (0.44, 3.26, -2.33)
C (-0.65, 4.32, -2.34)
H (0.61, 2.74, -3.28)
H (1.38, 3.52, -1.87)
C (-1.48, 3.20, -1.65)
H (-0.98, 4.64, -3.33)
H (-0.35, 5.12, -1.64)
C (-2.44, 2.47, -2.56)
H (-2.11, 2.51, -3.60)
H (-3.40, 2.98, -2.53)
H (-2.62, 1.43, -2.25)
C (-2.11, 3.47, -0.32)
H (-1.46, 4.05, 0.33)
H (-2.36, 2.53, 0.18)
H (-3.06, 4.01, -0.50)
Pm (0.24, -0.71, 0.68)
C (1.04, 1.08, 2.65)
C (2.16, 0.23, 2.46)
C (2.78, 0.59, 1.24)
H (2.55, -0.43, 3.23)
C (2.06, 1.70, 0.70)
C (0.97, 1.97, 1.56)
H (0.23, 2.77, 1.47)
H (0.40, 1.06, 3.53)
H (3.70, 0.14, 0.88)
H (2.36, 2.32, -0.15)
C (-1.57, -0.83, 2.51)
C (-2.10, 0.26, 1.77)
C (-2.65, -0.24, 0.56)
H (-2.13, 1.30, 2.11)
C (-2.42, -1.64, 0.53)
C (-1.75, -2.01, 1.73)
H (-1.40, -3.01, 1.98)
H (-1.13, -0.76, 3.51)
H (-3.29, 0.33, -0.12)
H (-2.75, -2.31, -0.26)
O (-0.42, -0.73, -2.11)
C (-0.59, -0.82, -3.61)
C (0.37, -1.88, -4.14)
H (-0.41, 0.20, -4.00)
H (-1.63, -1.12, -3.78)
C (0.89, -2.65, -2.92)
H (1.17, -1.41, -4.71)
H (-0.14, -2.56, -4.82)
C (0.49, -1.78, -1.71)
H (1.97, -2.80, -2.92)
H (0.37, -3.62, -2.83)
H (1.43, -1.32, -1.29)
H (-0.04, -2.42, -0.95)
C (3.10, -3.01, 2.94)
C (1.59, -3.04, 2.86)
C (0.83, -2.59, 4.11)
O (1.15, -2.31, 1.73)
H (3.50, -2.04, 3.25)
H (3.48, -3.20, 1.93)
H (3.46, -3.77, 3.63)
H (1.21, -4.07, 2.69)
H (1.16, -1.63, 4.52)
H (-0.24, -2.50, 3.90)
H (0.91, -3.36, 4.88)

***

Record 4
This record from the OMol25 dataset describes the ion C12H11N8O5 with charge -1. The level of theory is ωB97M-V/def2-TZVPD.

spin multiplicity = 1
maximum force = 0.081 hartree/bohr
total charge = -1
HOMO = -4.2 eV
HOMO-LUMO gap = 7.096 eV

Cartesian coordinates (Å):
C (-3.62, -0.49, 2.38)
O (-2.74, 0.66, 2.25)
C (-1.46, 0.28, 2.33)
N (-0.56, 1.25, 2.02)
C (0.70, 0.89, 2.16)
N (1.86, 1.64, 2.08)
O (2.88, 0.75, 2.40)
N (2.32, -0.58, 2.70)
O (3.10, -1.49, 2.91)
C (0.99, -0.46, 2.52)
C (0.03, -1.56, 2.59)
N (-1.28, -0.98, 2.71)
H (-4.62, -0.08, 2.30)
H (-3.43, -1.21, 1.56)
H (-3.46, -1.00, 3.33)
H (0.13, -2.14, 1.65)
C (-1.09, -0.08, 7.89)
N (-0.60, -1.15, 7.05)
C (-0.40, -2.35, 7.74)
O (-0.66, -2.47, 8.93)
N (0.13, -3.44, 6.99)
C (0.32, -4.73, 7.60)
C (0.35, -3.27, 5.67)
C (0.11, -2.08, 4.99)
C (-0.29, -0.89, 5.69)
O (-0.34, 0.25, 5.24)
N (0.35, -2.38, 3.65)
C (0.74, -3.69, 3.59)
N (0.75, -4.25, 4.81)
H (-1.21, 0.81, 7.29)
H (-2.03, -0.39, 8.35)
H (-0.37, 0.09, 8.70)
H (0.60, -5.39, 6.78)
H (1.12, -4.68, 8.34)
H (-0.61, -5.06, 8.06)
H (0.99, -4.18, 2.65)

***

Record 5
This record from the OMol25 dataset describes an isolated molecule of C6H10. The level of theory is ωB97M-V/def2-TZVPD.

spin multiplicity = 1
maximum force = 0.008 hartree/bohr
energy above the lowest of the compared OMol25 structures with the same formula, charge and spin = 4.0966 eV
HOMO = -8.2 eV
HOMO-LUMO gap = 8.678 eV

Cartesian coordinates (Å):
C (0.79, -1.99, 1.20)
C (0.87, -1.05, 0.07)
C (-0.46, -0.75, -0.51)
C (-0.69, 0.71, -0.89)
C (-0.55, 1.73, 0.21)
C (0.46, 1.68, -0.91)
H (1.68, -2.61, 1.34)
H (0.85, -1.22, 2.00)
H (-0.14, -2.56, 1.37)
H (1.44, 1.27, -0.68)
H (-0.37, -1.36, -1.44)
H (-1.33, -1.14, 0.04)
H (-1.49, 0.87, -1.60)
H (-0.24, 1.37, 1.19)
H (-1.25, 2.56, 0.24)
H (0.44, 2.48, -1.64)

***

Record 6
This record from the OMol25 dataset describes a structure of composition C6H6N3O2. The level of theory is ωB97M-V/def2-TZVPD.

spin multiplicity = 1
maximum force = 0.102 hartree/bohr
energy above the lowest of the compared OMol25 structures with the same formula, charge and spin = 6.1236 eV
total charge = -1
HOMO = -3.6 eV
HOMO-LUMO gap = 6.504 eV

Cartesian coordinates (Å):
N (2.15, -3.19, 1.00)
C (1.70, -2.25, 0.48)
C (1.14, -1.12, -0.15)
C (1.45, -0.85, -1.41)
C (0.97, 0.24, -2.15)
N (0.60, 1.14, -2.82)
H (0.37, -0.52, 0.40)
H (2.11, -1.51, -2.01)
C (-1.72, 1.09, -0.15)
C (-0.42, 0.68, 0.50)
N (-0.74, 0.50, 1.93)
O (0.18, 0.43, 2.77)
O (-1.94, 0.38, 2.24)
H (-1.51, 1.55, -1.11)
H (-2.30, 0.19, -0.29)
H (-2.39, 1.80, 0.37)
H (0.35, 1.45, 0.39)